C6H18N2 | ωB97M-V with the def2-TZVPD basis set

Each atom is followed by the atoms it is bonded to, with distances in Å.
Cartesian coordinates (Å):
1 C 7.11392 6.40081 -5.16888  C2 1.537, H5 1.103, H6 1.103, H7 1.103
2 C 5.67178 6.00759 -5.52640  C1 1.537, N3 1.459, H8 1.107, H9 1.107
3 N 5.45170 4.69526 -4.92729  C2 1.459, C4 1.482, H10 1.028
4 C 4.11571 4.06359 -5.04384  N3 1.482, H11 1.103, H12 1.103, H13 1.103
5 H 7.23706 6.48444 -4.07597  C1 1.103
6 H 7.23954 7.40185 -5.61470  C1 1.103
7 H 7.90366 5.73886 -5.56227  C1 1.103
8 H 5.39269 6.00342 -6.59763  C2 1.107
9 H 5.05781 6.77812 -5.02164  C2 1.107
10 H 5.74930 4.75742 -3.94527  N3 1.028
11 H 4.08176 2.97761 -4.85385  C4 1.103
12 H 3.68827 4.25972 -6.04156  C4 1.103
13 H 3.49371 4.57252 -4.28839  C4 1.103
14 C 4.62052 3.68652 0.47311  C15 1.603, H18 1.103, H19 1.103, H20 1.103
15 C 3.25547 4.24921 -0.15215  C14 1.603, N16 1.426, H21 1.107, H22 1.107
16 N 3.31929 4.49024 -1.55600  C15 1.426, C17 1.445, H23 1.028
17 C 3.12808 3.28957 -2.33704  N16 1.445, H24 1.103, H25 1.103, H26 1.103
18 H 5.41432 4.44613 0.37576  C14 1.103
19 H 4.95438 2.76253 -0.02827  C14 1.103
20 H 4.46952 3.47072 1.54420  C14 1.103
21 H 2.90792 5.19472 0.30681  C15 1.107
22 H 2.49871 3.47121 0.06577  C15 1.107
23 H 4.19428 4.95937 -1.82263  N16 1.028
24 H 3.97750 2.58653 -2.36591  C17 1.103
25 H 2.89175 3.59837 -3.36923  C17 1.103
26 H 2.25251 2.76642 -1.91715  C17 1.103

structure (SMILES): CCNC.CCNC
electronic energy: -348.84290 a.u.
HOMO energy: -8.46 eV
relative energy (zero: lowest compared OMol25 entry of this formula, charge and spin): 122.28 kJ/mol